w:
The following is a DFT calculation (the ωB97M-V functional and the def2-TZVPD basis) of a cluster of 3 separate species, C3H10O3 in total.

Geometry as XYZ:
```
16
Properties=species:S:1:pos:R:3:mulliken_charge:R:1
C 2.324 0.878 -0.512 -1.0000
C 0.910 0.374 -0.396 -0.0765
C -0.007 1.028 0.291 -0.2939
O 0.379 2.002 1.213 -0.5068
H 2.440 1.950 -0.554 0.2946
H 2.789 0.381 -1.371 0.3222
H 2.957 0.512 0.305 0.2483
H 0.677 -0.519 -0.944 0.3772
H -1.040 0.703 0.253 0.3144
H 0.248 1.571 2.064 0.3207
O -0.501 -6.163 -0.275 -0.6367
H 0.459 -6.151 -0.378 0.3183
H -0.682 -5.223 -0.427 0.3183
O -2.614 2.496 -0.280 -0.6276
H -2.397 3.190 0.352 0.3169
H -2.709 2.952 -1.121 0.3105
```

Summary:
HOMO energy = -9.03 eV
net charge = 0
orbital gap = 9.63 eV
lowest unoccupied orbital energy = 0.6 eV
SMILES = C/C=C\O.O.O

x:
The following is a DFT calculation (the ωB97M-V functional and the def2-TZVPD basis) of a cluster of 3 separate species, C3H10O3 in total.

Geometry as XYZ:
```
16
Properties=species:S:1:pos:R:3:mulliken_charge:R:1
C -0.115 0.608 -2.580 -1.0893
C -0.627 -0.076 -1.271 -0.1540
C 0.588 -0.597 -0.616 -0.2098
O 0.904 -0.388 0.537 -0.5579
H 0.938 0.905 -2.569 0.3447
H -0.728 1.518 -2.659 0.3087
H -0.306 0.097 -3.522 0.3085
H -1.179 0.611 -0.646 0.2403
H -1.232 -0.948 -1.547 0.3004
H 1.290 -1.191 -1.236 0.3637
O 1.033 1.116 2.963 -0.6412
H 1.201 0.560 2.191 0.3829
H 1.065 0.439 3.643 0.3022
O -1.230 -1.153 2.229 -0.6019
H -1.152 -0.848 3.141 0.3496
H -0.450 -0.653 1.942 0.3533
```

Summary:
HOMO energy = -10.57 eV
net charge = 0
orbital gap = 11.31 eV
lowest unoccupied orbital energy = 0.7 eV
SMILES = CCC=O.O.O

y:
The following is a DFT calculation (the ωB97M-V functional and the def2-TZVPD basis) of a cluster of 2 separate species, C3H10O3 in total.

Geometry as XYZ:
```
16
Properties=species:S:1:pos:R:3:mulliken_charge:R:1
O -1.417 -0.681 1.601 -0.5116
C -0.058 -0.534 1.265 -0.5995
C 0.074 -0.479 -0.242 -0.2842
C 1.617 -0.421 -0.561 -0.3666
O 2.046 -1.368 -1.542 -0.5305
H -1.508 -0.732 2.557 0.2995
H 0.533 -1.343 1.709 0.4291
H 0.337 0.383 1.700 0.3191
H -0.323 0.392 -0.732 0.1096
H -0.261 -1.433 -0.639 0.2639
H 2.233 -0.665 0.302 0.2950
H 1.888 0.594 -0.867 0.2714
H 1.331 -1.504 -2.175 0.2962
O -2.500 2.715 -0.714 -0.6448
H -2.020 2.037 -0.219 0.3400
H -1.972 3.041 -1.443 0.3132
```

Summary:
HOMO energy = -10.43 eV
net charge = 0
orbital gap = 11.12 eV
lowest unoccupied orbital energy = 0.7 eV
SMILES = OCCCO.O

z:
The following is a DFT calculation (the ωB97M-V functional and the def2-TZVPD basis) of a cluster of 3 separate species, C3H10O3 in total.

Geometry as XYZ:
```
16
Properties=species:S:1:pos:R:3:mulliken_charge:R:1
C 1.712 0.262 0.722 -1.1589
C 0.455 0.888 0.115 0.1603
C 0.525 2.395 0.043 -0.1315
O -0.264 3.049 -0.589 -0.4748
H 1.912 -0.747 0.360 0.2621
H 1.495 0.059 1.765 0.2932
H 2.591 0.886 0.605 0.3769
H 0.221 0.558 -0.898 0.2662
H -0.425 0.654 0.711 0.0963
H 1.358 2.926 0.537 0.3138
O -2.056 -1.538 -0.292 -0.6215
H -2.227 -0.590 -0.258 0.3136
H -2.369 -1.758 -1.180 0.3150
O -0.060 -3.502 0.171 -0.6186
H 0.869 -3.705 0.039 0.3021
H -0.465 -3.167 -0.639 0.3058
```

Summary:
HOMO energy = -9.89 eV
net charge = 0
orbital gap = 10.49 eV
lowest unoccupied orbital energy = 0.6 eV
SMILES = CCC=O.O.O

Most stable to least stable: x, z, y, w

w:
The following is a DFT calculation (the ωB97M-V functional and the def2-TZVPD basis) of a cluster of 3 separate species, C3H10O3 in total.

Geometry as XYZ:
```
16
Properties=species:S:1:pos:R:3:mulliken_charge:R:1
C 1.368 -1.226 -0.200 -1.1124
C 1.004 -2.308 -1.215 -0.2474
C -0.148 -3.181 -0.699 -0.0066
O -0.731 -3.803 -1.553 -0.4906
H 2.117 -0.607 -0.722 0.2917
H 1.804 -1.722 0.669 0.3302
H 0.556 -0.680 0.292 0.3218
H 0.736 -1.964 -2.245 0.3129
H 1.804 -3.046 -1.417 0.2558
H -0.445 -3.018 0.359 0.3421
O 0.195 6.386 2.660 -0.6414
H 0.854 6.725 3.267 0.3207
H -0.018 7.038 1.990 0.3207
O -2.756 0.589 -0.150 -0.6323
H -3.053 -0.311 -0.297 0.3203
H -3.289 1.128 -0.740 0.3146
```

Summary:
HOMO energy = -9.63 eV
net charge = 0
orbital gap = 10.46 eV
lowest unoccupied orbital energy = 0.8 eV
SMILES = CCC=O.O.O

x:
The following is a DFT calculation (the ωB97M-V functional and the def2-TZVPD basis) of a cluster of 3 separate species, C3H10O3 in total.

Geometry as XYZ:
```
16
Properties=species:S:1:pos:R:3:mulliken_charge:R:1
C -0.436 1.633 0.516 -0.9907
C 1.074 1.551 0.811 -0.0260
C 1.839 0.470 1.090 -0.4374
O 3.159 0.751 1.517 -0.4809
H -0.682 2.371 -0.340 0.2727
H -0.956 0.740 0.286 0.1811
H -1.026 1.952 1.348 0.3153
H 1.456 2.514 0.863 0.3451
H 1.479 -0.442 1.243 0.5183
H 3.611 0.499 0.717 0.3120
O -1.538 -1.540 -3.001 -0.6118
H -1.203 -1.239 -2.131 0.2854
H -0.902 -2.208 -3.251 0.3299
O -2.236 -2.668 0.158 -0.6286
H -2.234 -1.821 -0.449 0.2883
H -1.404 -2.564 0.623 0.3275
```

Summary:
HOMO energy = -9.66 eV
net charge = 0
orbital gap = 9.87 eV
lowest unoccupied orbital energy = 0.2 eV
SMILES = C/C=C/O.O.O

Most stable to least stable: w, x

w:
The following is a DFT calculation (the ωB97M-V functional and the def2-TZVPD basis) of a cluster of 2 separate species, C3H10O3 in total.

Geometry as XYZ:
```
16
Properties=species:S:1:pos:R:3:mulliken_charge:R:1
O -1.752 2.750 0.231 -0.5230
C -0.732 1.800 -0.150 -0.3435
C -0.850 0.617 0.826 -0.4785
C -0.163 -0.640 0.255 -0.2031
O -0.385 -1.714 1.154 -0.5307
H -1.290 3.496 0.715 0.3121
H -1.010 1.464 -1.249 0.2212
H 0.309 2.264 -0.044 0.2675
H -0.290 0.727 1.791 0.2351
H -1.905 0.416 1.062 0.3104
H -0.651 -0.873 -0.778 0.2115
H 0.952 -0.391 0.238 0.2193
H 0.349 -2.270 1.370 0.2994
O 2.217 -2.227 -1.910 -0.6237
H 3.018 -2.297 -1.297 0.3187
H 2.184 -3.121 -2.215 0.3072
```

Summary:
HOMO energy = -9.78 eV
net charge = 0
orbital gap = 10.33 eV
lowest unoccupied orbital energy = 0.5 eV
SMILES = OCCCO.O

x:
The following is a DFT calculation (the ωB97M-V functional and the def2-TZVPD basis) of a cluster of 4 separate species, C3H10O3 in total.

Geometry as XYZ:
```
16
Properties=species:S:1:pos:R:3:mulliken_charge:R:1
C -0.226 0.429 0.425 -0.3455
C -0.284 -0.993 0.336 0.0513
C -1.039 -1.791 1.144 -0.6534
O 2.796 0.991 -1.181 -0.6988
H -1.146 0.812 1.046 0.2152
H -0.346 0.782 -0.607 0.2843
H 0.589 1.019 0.869 0.3550
H 0.322 -1.442 -0.461 0.3969
H -1.691 -1.218 1.795 0.2926
H 3.378 1.331 -1.851 0.2672
H 1.993 0.533 -1.694 0.4330
H 0.972 0.016 -3.125 0.2301
O 0.779 0.060 -2.175 -0.7581
H -0.960 -2.868 1.152 0.2836
H -2.802 1.474 2.461 0.2597
O -2.337 0.863 1.866 -0.6131
```

Summary:
HOMO energy = -8.99 eV
net charge = 0
orbital gap = 3.74 eV
lowest unoccupied orbital energy = -5.3 eV

Most stable to least stable: w, x

w:
The following is a DFT calculation (the ωB97M-V functional and the def2-TZVPD basis) of a cluster of 3 separate species, C3H10O3 in total.

Geometry as XYZ:
```
16
Properties=species:S:1:pos:R:3:mulliken_charge:R:1
C -1.892 0.179 0.425 -0.3158
C -1.805 1.496 0.453 -0.7474
H -1.785 -0.424 1.311 0.2387
H -2.059 -0.358 -0.494 0.2354
H -1.659 2.040 1.376 0.3439
H -1.914 2.097 -0.436 0.2883
C 0.864 -2.037 -0.573 -0.6038
O 0.728 -1.579 0.748 -0.5044
H 0.602 -1.264 -1.299 0.2592
H 0.185 -2.882 -0.688 0.2484
H 1.887 -2.376 -0.780 0.2808
H 1.250 -0.770 0.844 0.3420
O 1.293 1.307 0.470 -0.3998
O 1.581 1.409 -0.917 -0.3127
H 0.315 1.253 0.483 0.3312
H 2.410 1.908 -0.923 0.3162
```

Summary:
HOMO energy = -9.92 eV
net charge = 0
orbital gap = 10.75 eV
lowest unoccupied orbital energy = 0.8 eV
SMILES = C=C.CO.OO

x:
The following is a DFT calculation (the ωB97M-V functional and the def2-TZVPD basis) of a cluster of 2 separate species, C3H10O3 in total.

Geometry as XYZ:
```
16
Properties=species:S:1:pos:R:3:mulliken_charge:R:1
O 0.000 0.000 0.000 -0.5126
C 0.751 0.395 1.083 -0.3703
C 2.175 -0.152 0.823 -0.5934
C 2.958 0.413 -0.431 -0.3074
O 4.074 -0.476 -0.744 -0.6011
H 0.089 -0.974 -0.066 0.3171
H 0.617 1.487 1.206 0.2885
H 0.307 -0.100 1.969 0.2517
H 2.813 -0.082 1.725 0.2773
H 2.043 -1.226 0.587 0.2605
H 2.346 0.480 -1.351 0.2797
H 3.346 1.426 -0.210 0.2641
H 4.672 -0.037 -1.385 0.4131
O 5.897 0.205 -1.993 -0.6680
H 6.218 -0.647 -2.364 0.3522
H 6.613 0.497 -1.384 0.3487
```

Summary:
HOMO energy = -9.31 eV
net charge = 0
orbital gap = 9.79 eV
lowest unoccupied orbital energy = 0.5 eV
SMILES = OCCCO.O

Most stable to least stable: x, w